(1)
# C20H59BCdFN5O5

A molecular structure, C20H59BCdFN5O5 at a distorted geometry (ωB97M-V/def2-TZVPD, OMol25).

```
92
Properties=species:S:1:pos:R:3:forces:R:3
Cd 0.092 -0.849 -1.882 -1.21 0.16 1.56
F 0.308 0.441 -0.172 0.03 0.42 -0.04
B 0.720 -2.907 -0.992 0.67 -1.14 -0.43
H -0.359 -2.458 -0.718 -0.65 -0.20 0.52
H 0.961 -3.875 -0.312 -0.07 0.10 0.03
H 0.763 -3.182 -2.181 -0.19 -0.44 0.03
H 1.579 -2.078 -0.870 0.54 0.21 0.44
C 1.214 -2.142 -6.027 -0.09 0.19 -0.25
C 1.226 -1.870 -4.530 0.53 -0.84 0.37
C 2.332 -0.902 -4.041 -1.22 0.69 -0.68
O 2.045 -0.433 -2.723 1.50 -0.10 -1.11
C 3.066 0.394 -2.195 0.10 0.46 0.72
N -0.099 -1.445 -4.031 -0.14 0.37 -1.98
H 2.194 -2.391 -6.439 0.08 0.18 0.12
H 0.780 -1.311 -6.593 0.21 0.07 0.01
H 0.586 -3.013 -6.223 -0.05 0.03 0.07
H 1.487 -2.830 -4.080 -0.43 0.07 0.36
H 2.311 -0.026 -4.711 0.37 -0.05 0.03
H 3.302 -1.396 -4.086 0.06 0.03 0.05
H 4.051 -0.072 -2.258 -0.04 -0.04 -0.30
H 2.870 0.557 -1.134 -0.30 -0.18 -0.06
H 3.051 1.384 -2.663 0.18 -0.15 -0.25
H -0.835 -2.064 -4.371 0.37 -0.65 0.52
H -0.371 -0.617 -4.572 0.37 0.32 0.43
C -1.403 3.982 3.432 -0.32 0.45 0.12
C -1.153 3.447 2.038 0.66 -0.42 -0.09
C 0.051 4.098 1.387 0.26 0.19 -0.46
O -0.229 5.451 1.070 0.12 -0.15 0.14
C 0.741 6.007 0.211 -0.33 0.25 0.23
N -0.935 1.995 2.104 -0.24 0.01 -0.06
H -1.303 5.069 3.461 -0.07 -0.04 -0.11
H -0.684 3.582 4.150 0.04 -0.10 -0.08
H -2.410 3.735 3.771 0.04 -0.09 0.07
H -1.996 3.671 1.374 -0.11 -0.07 0.19
H 0.272 3.568 0.449 -0.01 -0.14 0.01
H 0.953 4.014 2.012 -0.11 0.05 0.11
H 1.741 6.001 0.660 0.01 -0.10 -0.02
H 0.434 7.040 0.058 0.13 0.02 -0.14
H 0.763 5.485 -0.753 0.07 -0.02 0.02
H -0.314 1.629 1.375 -0.17 0.05 0.03
H -0.563 1.734 3.010 0.09 -0.02 -0.10
C 3.237 0.410 2.138 0.72 0.11 0.51
C 3.102 -1.033 1.694 -0.45 0.32 -0.18
C 4.062 -1.946 2.406 0.15 -0.30 -0.23
O 5.368 -1.408 2.364 0.05 0.11 -0.15
C 6.349 -2.348 2.713 0.19 0.27 0.35
N 1.728 -1.562 1.893 0.85 0.61 -0.67
H 2.474 1.081 1.745 -0.17 -0.21 -0.07
H 4.217 0.767 1.807 -0.11 0.10 -0.05
H 3.277 0.482 3.231 -0.32 0.02 -0.02
H 3.385 -1.042 0.627 -0.13 -0.15 0.01
H 4.051 -2.903 1.863 -0.03 -0.12 0.28
H 3.732 -2.105 3.440 0.05 -0.03 0.01
H 6.481 -3.120 1.946 -0.15 -0.08 0.06
H 6.117 -2.800 3.686 0.02 -0.19 -0.13
H 7.289 -1.807 2.825 0.00 -0.02 -0.08
H 1.696 -2.343 1.239 -0.42 -0.18 0.29
H 1.171 -0.856 1.405 -0.40 -0.18 0.10
C -4.650 -0.566 2.224 0.12 0.02 -0.18
C -3.201 -0.895 2.548 0.18 0.16 0.21
C -2.969 -2.298 3.070 0.54 0.08 0.01
O -3.759 -2.514 4.212 -0.13 0.02 -0.08
C -3.597 -3.797 4.780 -0.45 0.21 0.08
N -2.345 -0.677 1.370 -0.11 0.29 0.10
H -4.671 0.275 1.527 0.00 0.00 -0.01
H -5.202 -0.261 3.110 -0.10 -0.27 0.04
H -5.126 -1.420 1.736 -0.14 0.06 0.06
H -2.875 -0.232 3.362 -0.06 0.03 -0.07
H -1.905 -2.352 3.358 -0.05 -0.14 -0.09
H -3.119 -3.049 2.278 -0.30 0.03 0.09
H -2.632 -4.233 4.514 0.01 -0.07 0.09
H -4.419 -4.449 4.463 0.20 -0.14 -0.15
H -3.683 -3.684 5.861 0.17 -0.07 0.01
H -1.521 -1.272 1.418 0.07 0.18 0.01
H -2.012 0.292 1.467 0.16 -0.38 -0.29
C -4.280 0.502 -2.106 0.03 0.81 0.04
C -2.835 0.216 -2.540 -0.62 -0.22 0.72
C -1.994 1.481 -2.450 -0.58 -0.31 -0.52
O -0.731 1.227 -3.051 -0.27 0.23 -0.03
C 0.123 2.352 -3.007 0.27 0.11 0.12
N -2.235 -0.840 -1.694 -0.61 0.31 -0.06
H -4.821 -0.395 -1.813 0.10 -0.11 -0.08
H -4.857 1.020 -2.877 0.09 -0.13 -0.11
H -4.281 1.185 -1.249 0.02 -0.22 0.11
H -2.868 -0.114 -3.583 0.30 -0.14 0.05
H -1.921 1.793 -1.401 0.31 0.01 -0.05
H -2.509 2.254 -3.035 0.08 0.16 0.17
H 0.986 2.146 -3.640 0.00 -0.11 0.06
H 0.452 2.510 -1.977 0.05 0.14 0.03
H -0.362 3.251 -3.400 -0.14 -0.06 0.08
H -2.771 -1.695 -1.821 0.28 -0.12 -0.17
H -2.381 -0.647 -0.683 0.07 0.18 -0.22
```
Positions in Å, forces in eV/Å.

Results
* F_max: 2.02 eV/Å
* LUMO energy: 0.2 eV
* multiplicity: 1
* total charge: 0
* highest occupied orbital energy: -8.53 eV

Löwdin charges in e: atom 1 (Cd): 1.331, atom 2 (F): -0.560, atom 3 (B): -0.477, atom 4 (H): -0.065, atom 5 (H): -0.009, atom 6 (H): -0.050, atom 7 (H): -0.057, atom 8 (C): -0.058, atom 9 (C): -0.418, atom 10 (C): -0.153, atom 11 (O): -0.336, atom 12 (C): -0.081, atom 13 (N): -0.011, atom 14 (H): 0.084, atom 15 (H): 0.081, atom 16 (H): 0.082, atom 17 (H): 0.116, atom 18 (H): 0.132, atom 19 (H): 0.137, atom 20 (H): 0.100, atom 21 (H): 0.079, atom 22 (H): 0.088, atom 23 (H): 0.106, atom 24 (H): 0.087, atom 25 (C): -0.059, atom 26 (C): -0.428, atom 27 (C): -0.223, atom 28 (O): -0.187, atom 29 (C): -0.116, atom 30 (N): 0.042, atom 31 (H): 0.079, atom 32 (H): 0.080, atom 33 (H): 0.078, atom 34 (H): 0.137, atom 35 (H): 0.108, atom 36 (H): 0.136, atom 37 (H): 0.089, atom 38 (H): 0.087, atom 39 (H): 0.080, atom 40 (H): 0.028, atom 41 (H): 0.077, atom 42 (C): -0.062, atom 43 (C): -0.456, atom 44 (C): -0.224, atom 45 (O): -0.195, atom 46 (C): -0.124, atom 47 (N): 0.054, atom 48 (H): 0.060, atom 49 (H): 0.074, atom 50 (H): 0.083, atom 51 (H): 0.120, atom 52 (H): 0.129, atom 53 (H): 0.131, atom 54 (H): 0.086, atom 55 (H): 0.088, atom 56 (H): 0.084, atom 57 (H): 0.015, atom 58 (H): 0.024, atom 59 (C): -0.055, atom 60 (C): -0.432, atom 61 (C): -0.235, atom 62 (O): -0.184, atom 63 (C): -0.104, atom 64 (N): 0.034, atom 65 (H): 0.063, atom 66 (H): 0.074, atom 67 (H): 0.079, atom 68 (H): 0.135, atom 69 (H): 0.130, atom 70 (H): 0.135, atom 71 (H): 0.086, atom 72 (H): 0.085, atom 73 (H): 0.084, atom 74 (H): 0.065, atom 75 (H): 0.037, atom 76 (C): -0.055, atom 77 (C): -0.414, atom 78 (C): -0.205, atom 79 (O): -0.282, atom 80 (C): -0.095, atom 81 (N): -0.015, atom 82 (H): 0.078, atom 83 (H): 0.078, atom 84 (H): 0.079, atom 85 (H): 0.132, atom 86 (H): 0.133, atom 87 (H): 0.135, atom 88 (H): 0.079, atom 89 (H): 0.080, atom 90 (H): 0.095, atom 91 (H): 0.093, atom 92 (H): 0.044



(2)
# C20H60FO10S10Tl

A molecular structure, C20H60FO10S10Tl at a distorted geometry (ωB97M-V/def2-TZVPD, OMol25).

```
102
Properties=species:S:1:pos:R:3:forces:R:3
Tl -0.311 -0.361 -0.429 -0.22 0.72 -0.54
F -1.254 -0.656 -3.150 0.84 0.15 1.64
C -5.784 -1.057 -0.868 0.60 0.60 0.79
S -4.222 -2.085 -0.923 0.02 0.18 0.92
O -3.095 -1.058 -0.713 -1.19 -0.93 0.33
C -4.511 -3.006 0.704 0.39 0.89 0.35
H -6.729 -1.527 -1.142 0.48 -0.37 -0.61
H -5.540 -0.145 -1.413 -0.12 -0.39 -0.67
H -5.987 -0.648 0.122 0.48 -0.39 0.47
H -5.118 -3.911 0.693 -0.30 0.27 -0.72
H -4.927 -2.271 1.393 -0.25 -0.05 -0.07
H -3.576 -3.297 1.182 0.42 0.27 -0.66
C 4.139 2.562 0.722 1.18 0.34 -0.30
S 3.730 0.933 -0.022 -0.75 -0.20 -0.55
O 2.235 0.825 -0.167 0.93 0.52 0.12
C 4.427 1.257 -1.719 0.11 0.56 -0.80
H 4.422 3.227 -0.094 -0.35 0.21 0.12
H 5.046 2.437 1.312 0.30 -0.44 -0.18
H 3.501 3.066 1.449 -0.86 -0.57 -0.54
H 4.050 0.600 -2.504 -0.57 -0.58 0.71
H 5.505 1.198 -1.867 0.24 -0.23 0.99
H 4.193 2.241 -2.127 -0.41 0.29 0.59
C -1.465 -5.295 1.854 0.66 0.63 -0.53
S -0.315 -3.805 2.097 -1.75 0.67 -0.04
O -0.888 -2.615 1.294 0.19 -1.96 0.97
C -0.638 -3.550 3.939 0.67 0.43 -0.75
H -2.526 -5.046 1.825 0.19 0.31 0.40
H -1.247 -6.085 2.573 0.07 0.30 0.21
H -1.222 -5.687 0.866 0.14 0.11 -0.05
H -1.664 -3.327 4.233 -0.03 -0.24 -0.39
H -0.002 -2.713 4.224 -0.25 0.24 -0.19
H -0.206 -4.384 4.492 -0.30 -0.37 -0.27
C 0.350 4.248 -3.126 -0.49 -0.11 0.12
S 1.192 2.749 -2.557 0.16 -1.00 -0.57
O 0.393 2.127 -1.440 -0.40 0.29 -0.06
C 0.806 1.753 -4.046 -0.01 0.90 0.23
H 0.743 4.569 -4.090 0.07 -0.23 0.00
H 0.453 5.086 -2.437 0.17 -0.26 0.16
H -0.702 3.973 -3.207 -0.06 0.18 -0.12
H 1.320 0.794 -3.986 -0.08 0.19 0.08
H 1.114 2.389 -4.877 0.33 -0.31 -0.18
H -0.275 1.629 -4.118 0.07 -0.27 0.32
C 2.693 0.873 3.663 1.20 0.52 0.01
S 1.494 -0.436 3.496 -0.68 -0.71 -0.78
O 0.859 -0.478 2.107 1.59 -0.12 1.95
C 2.674 -1.881 3.796 -0.55 0.55 -0.73
H 3.153 0.925 4.649 -0.47 -0.63 0.46
H 2.279 1.875 3.558 -0.28 -0.23 -0.59
H 3.568 0.687 3.039 -0.24 0.24 -0.57
H 3.144 -1.811 4.776 -0.63 0.05 0.25
H 3.499 -2.053 3.105 -0.23 0.54 -0.42
H 1.970 -2.703 3.662 0.40 -0.23 0.43
C 4.503 -2.771 0.089 -0.50 -1.09 0.21
S 2.782 -3.257 0.640 0.16 1.94 0.11
O 1.888 -2.151 0.047 1.00 -2.16 0.28
C 2.634 -4.873 -0.180 -0.62 0.69 -0.05
H 5.233 -3.423 0.568 -0.18 -0.39 0.02
H 4.789 -1.774 0.424 -0.68 0.13 -0.30
H 4.544 -2.946 -0.986 0.10 0.42 0.00
H 3.309 -5.563 0.329 0.37 0.17 -0.36
H 2.710 -4.773 -1.262 0.37 -0.25 0.07
H 1.634 -5.236 0.056 -0.12 0.19 0.00
C 3.831 -2.049 -3.975 -0.08 0.35 0.92
S 2.161 -2.261 -3.115 0.37 1.84 -1.23
O 1.871 -1.002 -2.269 0.31 -0.97 -1.55
C 1.263 -2.115 -4.720 -1.07 -0.65 -0.15
H 4.679 -2.176 -3.302 -0.26 -0.36 0.32
H 3.952 -1.025 -4.330 -0.52 -0.03 -0.28
H 3.909 -2.774 -4.784 -0.23 0.07 0.08
H 1.325 -1.287 -5.426 0.61 0.85 0.93
H 0.211 -2.209 -4.449 -0.07 0.12 0.10
H 1.479 -2.922 -5.419 0.34 -0.68 0.64
C -3.143 2.044 -3.863 0.69 -0.26 0.40
S -3.618 1.946 -2.092 1.65 0.51 0.53
O -2.394 1.527 -1.276 -0.89 0.63 -0.78
C -3.771 3.738 -1.791 -1.04 0.01 -0.30
H -3.846 2.522 -4.544 -0.45 -0.22 0.43
H -2.943 1.004 -4.123 -0.06 -0.01 -0.16
H -2.206 2.592 -3.964 0.03 -0.01 0.28
H -4.298 3.892 -0.849 0.17 -0.16 0.10
H -4.458 4.072 -2.569 -0.13 0.10 -0.06
H -2.901 4.393 -1.835 0.39 -0.65 -0.06
C -3.747 1.841 2.349 0.78 -0.91 0.47
S -3.253 0.076 2.710 0.18 0.74 1.13
O -2.013 -0.229 1.948 -0.01 -0.02 -0.03
C -2.638 0.311 4.517 0.30 0.23 -1.59
H -4.596 2.096 2.983 -0.20 -0.09 -0.34
H -3.915 1.822 1.272 -0.32 0.11 0.10
H -2.925 2.524 2.564 0.11 -0.23 0.00
H -2.107 -0.590 4.823 -0.50 -0.26 -0.13
H -3.403 0.628 5.225 -0.01 -0.08 -0.22
H -1.840 1.042 4.385 -0.17 0.32 0.15
C -0.399 3.930 2.983 -0.01 -0.60 0.36
S 0.242 3.152 1.419 -0.95 1.35 0.07
O -0.409 1.803 1.324 -0.34 0.19 -0.29
C -0.686 4.369 0.372 0.26 -0.83 -1.02
H 0.185 4.807 3.261 0.21 -0.06 -0.29
H -0.327 3.202 3.791 0.38 -0.17 -0.08
H -1.450 4.218 2.983 0.00 -0.03 -0.64
H -0.475 4.099 -0.663 0.26 -0.13 0.20
H -0.358 5.399 0.504 -0.04 -0.11 0.52
H -1.765 4.225 0.418 0.03 0.07 0.73
```
Positions in Å, forces in eV/Å.

Results
* F_max: 2.52 eV/Å
* LUMO energy: -8.7 eV
* multiplicity: 1
* total charge: +2
* highest occupied orbital energy: -12.76 eV

Löwdin atomic charge list, values in e, 99 entries: atom 1 (Tl): 1.363, atom 2 (F): -0.431, atom 3 (C): -0.219, atom 4 (S): 0.932, atom 5 (O): -0.627, atom 6 (C): -0.216, atom 7 (H): 0.064, atom 8 (H): 0.011, atom 9 (H): 0.047, atom 10 (H): 0.059, atom 11 (H): 0.025, atom 12 (H): 0.010, atom 13 (C): -0.229, atom 14 (S): 0.884, atom 15 (O): -0.614, atom 16 (C): -0.226, atom 17 (H): 0.045, atom 18 (H): 0.051, atom 19 (H): 0.044, atom 20 (H): 0.024, atom 21 (H): 0.061, atom 22 (H): 0.032, atom 23 (C): -0.198, atom 24 (S): 0.888, atom 25 (O): -0.600, atom 26 (C): -0.204, atom 27 (H): 0.038, atom 28 (H): 0.058, atom 29 (H): 0.044, atom 30 (H): 0.063, atom 31 (H): -0.001, atom 32 (H): 0.061, atom 33 (C): -0.234, atom 34 (S): 0.902, atom 35 (O): -0.624, atom 36 (C): -0.194, atom 37 (H): 0.068, atom 38 (H): 0.055, atom 39 (H): 0.037, atom 40 (H): 0.029, atom 41 (H): 0.058, atom 42 (H): 0.038, atom 43 (C): -0.265, atom 44 (S): 0.886, atom 45 (O): -0.598, atom 46 (C): -0.211, atom 47 (H): 0.067, atom 48 (H): 0.045, atom 49 (H): 0.045, atom 50 (H): 0.064, atom 51 (H): 0.032, atom 52 (H): 0.000, atom 53 (C): -0.196, atom 54 (S): 0.839, atom 55 (O): -0.627, atom 56 (C): -0.231, atom 57 (H): 0.057, atom 58 (H): 0.026, atom 59 (H): 0.035, atom 60 (H): 0.068, atom 61 (H): 0.045, atom 62 (H): 0.034, atom 63 (C): -0.215, atom 64 (S): 0.925, atom 65 (O): -0.618, atom 66 (C): -0.256, atom 67 (H): 0.035, atom 68 (H): 0.051, atom 69 (H): 0.058, atom 70 (H): 0.065, atom 71 (H): 0.032, atom 72 (H): 0.057, atom 73 (C): -0.221, atom 74 (S): 0.894, atom 75 (O): -0.595, atom 76 (C): -0.243, atom 77 (H): 0.067, atom 78 (H): 0.042, atom 79 (H): 0.024, atom 80 (H): 0.048, atom 81 (H): 0.053, atom 82 (H): 0.052, atom 83 (C): -0.203, atom 84 (S): 0.872, atom 85 (O): -0.606, atom 86 (C): -0.179, atom 87 (H): 0.058, atom 88 (H): 0.034, atom 89 (H): 0.023, atom 90 (H): 0.033, atom 91 (H): 0.055, atom 92 (H): 0.030, atom 93 (C): -0.226, atom 94 (S): 0.900, atom 95 (O): -0.576, atom 96 (C): -0.221, atom 97 (H): 0.060, atom 98 (H): 0.042, atom 99 (H): 0.048



- Look up the LUMO energy of the first one.
  0.2 eV



- What is the total charge in the first record?
  0